{
  "formula": "C6H11N2",
  "method": "ωB97M-V/def2-TZVPD",
  "species": ["C", "C", "C", "N", "C", "C", "C", "N", "H", "H", "H", "H", "H", "H", "H", "H", "H", "H", "H"],
  "positions_angstrom": [[-0.838280, 1.817497, 2.601687], [-0.667576, 1.606189, 1.308560], [-0.267095, -0.014118, 0.775256], [-1.391903, -0.640199, 0.260245], [-1.353682, -1.405779, -0.738937], [-0.117932, -1.758644, -1.454053], [1.161930, -0.997481, -0.928665], [0.837550, 0.294056, -0.350845], [-1.388445, 2.733334, 2.836905], [-0.458557, 1.151413, 3.380632], [-1.093941, 2.086850, 0.473375], [0.154723, -0.662444, 1.597564], [-2.429276, -1.684959, -0.774135], [0.077562, -2.866805, -1.152795], [-0.080770, -1.598957, -2.591491], [1.563234, -1.691900, -0.105106], [1.866350, -0.829120, -1.765364], [1.688453, 0.839757, 0.156241], [0.469917, 0.812335, -1.137366]],
  "forces_ev_per_angstrom": [[-0.1, 0.8, -0.6], [0.6, -5.3, 0.1], [0.5, 4.2, 1.4], [0.6, 1.0, 1.0], [-2.2, 0.7, 0.8], [1.7, -1.2, -1.3], [0.8, -2.6, 0.5], [1.3, 0.1, 2.8], [0.4, -0.3, 0.5], [-0.3, 0.3, -0.3], [-0.4, 1.1, -0.6], [0.2, 1.0, -0.9], [1.1, -1.2, -1.8], [-0.3, 1.7, -1.2], [-0.8, -0.7, 1.6], [0.0, 1.5, -1.3], [-0.2, -0.5, 0.6], [-2.4, -1.6, -1.8], [-0.4, 1.0, 0.3]],
  "smiles": "C=C[C@H]1N=CCC[NH2+]1",
  "charge": 1,
  "e_tot_ha": -344.368596,
  "homo_ev": -14.0,
  "lumo_ev": -3.492
}